Entry from the OMol25 dataset: a 2-piece molecular cluster, C11H10ClN3O3 overall at a distorted geometry (the ωB97M-V functional and the def2-TZVPD basis).

The geometry in XYZ format:
```
28
Properties=species:S:1:pos:R:3:nbo_charge:R:1
H -0.662 -4.004 1.017 0.24
C 1.338 -0.351 -4.157 -0.03
C -0.615 0.982 0.730 -0.02
H 0.903 -3.439 1.694 0.24
O -0.223 -1.354 2.778 -0.37
H 3.564 0.433 -4.653 0.23
Cl -4.294 2.593 1.051 -0.06
H -0.428 -3.952 2.797 0.24
C 1.986 1.878 -0.162 -0.21
H 1.212 -0.894 -5.205 0.24
N -0.680 -2.082 1.889 0.53
O -1.513 -1.752 1.037 -0.37
N 0.191 -0.441 -3.192 -0.38
O -2.410 3.028 3.027 -0.53
C -0.740 0.228 -0.755 -0.19
C 0.465 0.285 -1.906 0.11
N 3.026 1.210 -2.557 -0.38
H 0.972 2.354 2.010 0.25
H -1.363 0.423 2.815 0.30
C -0.177 -3.481 1.844 -0.48
C 0.782 1.810 0.992 -0.21
C -2.752 2.161 2.037 0.54
C -1.850 0.812 1.802 -0.57
C 1.846 1.099 -1.632 0.12
H 3.000 2.465 0.063 0.25
H -2.571 -0.059 1.448 0.28
C 2.716 0.444 -3.812 -0.02
H -1.726 -0.397 -1.002 0.26
```

The LUMO energy comes out at -1.3 eV. As for the spin multiplicity: 1. The value obtained for the HOMO-LUMO gap is 7.0 eV. For the total energy, the calculation gives -34688.6685 eV. The calculation puts the largest force on an atom at 9.4 eV/Å. The SMILES is O=C(Cl)Cc1ccc2nccnc2c1.C[N+](=O)[O-].